1.
The following is a DFT calculation (ωB97M-V/def2-TZVPD) of C38H37Cl8GeN3O2S3Se2Zr as an isolated structure at a distorted geometry.

E_LUMO (alpha / beta)   -9.77 / -9.53 eV
Energy relative to the best compared isomer or geometry (same formula, charge and spin)   275.0 kJ/mol
Spin multiplicity   2
Net charge   +3
⟨S²⟩   0.78

Atoms and positions in Å:
Zr -0.25 -0.65 0.67
C 4.16 0.11 -4.44
Se 3.18 -0.18 -2.79
C 4.15 -1.78 -2.20
C 4.42 -1.88 -0.71
Se 3.16 -0.94 0.46
C 3.93 -1.57 2.12
H 4.06 -0.75 -5.09
H 5.21 0.31 -4.22
H 3.73 0.98 -4.92
H 5.10 -1.77 -2.73
H 3.59 -2.65 -2.54
H 5.39 -1.46 -0.45
H 4.41 -2.93 -0.40
H 4.00 -2.66 2.13
H 3.28 -1.25 2.93
H 4.91 -1.13 2.25
Cl -4.37 -1.17 -1.70
C -4.41 0.29 -0.81
C -3.78 1.40 -1.19
C -3.81 2.73 -0.60
Cl -1.93 0.94 1.49
C -4.42 2.68 0.78
Cl -4.30 4.03 1.75
C -5.12 1.57 1.21
Cl -5.91 1.58 2.72
C -5.13 0.38 0.44
Cl -5.98 -0.95 0.97
N -0.53 -1.78 -3.81
C -0.69 -3.18 -3.69
C -1.38 -3.90 -4.65
C -1.52 -5.28 -4.49
C -1.00 -5.91 -3.37
C -0.34 -5.17 -2.39
C -0.18 -3.81 -2.57
S 0.80 -2.81 -1.50
N -0.05 -1.27 -1.59
C -0.42 -0.92 -2.80
C -0.81 0.48 -3.20
C -1.98 0.68 -3.92
C -2.23 1.94 -4.45
C -1.28 2.94 -4.26
C -0.15 2.64 -3.50
N 0.08 1.44 -2.96
H -0.72 -1.38 -4.72
H -1.79 -3.41 -5.52
H -2.03 -5.85 -5.25
H -1.10 -6.98 -3.26
H 0.09 -5.67 -1.53
H -2.68 -0.13 -4.07
H -3.13 2.13 -5.02
H -1.40 3.92 -4.69
H 0.60 3.39 -3.32
O 0.61 -0.26 2.52
S 0.25 0.45 3.87
C 1.84 1.24 4.24
C 2.45 1.83 2.97
C 1.62 2.90 2.27
C 2.19 3.18 0.88
S 1.34 2.39 -0.51
O 0.79 1.06 0.03
C -0.12 3.44 -0.60
C -0.06 4.83 -0.63
C -1.24 5.55 -0.73
C -2.47 4.90 -0.75
C -2.51 3.51 -0.72
C -1.33 2.80 -0.71
C 0.17 -0.81 5.09
C -0.87 -0.69 6.00
C -0.98 -1.63 7.02
C -0.07 -2.67 7.09
C 0.95 -2.79 6.15
C 1.09 -1.85 5.15
H 2.49 0.49 4.68
H 1.61 1.99 5.00
H 2.65 1.01 2.28
H 3.42 2.25 3.25
H 1.64 3.82 2.85
H 0.56 2.62 2.18
H 3.23 2.86 0.78
H 2.17 4.24 0.62
H 0.87 5.37 -0.60
H -1.21 6.63 -0.77
H -3.38 5.49 -0.79
H -4.61 3.23 -1.19
H -1.35 1.72 -0.75
H -1.59 0.12 5.92
H -1.77 -1.54 7.75
H -0.16 -3.40 7.88
H 1.65 -3.62 6.22
H 1.87 -1.95 4.41
Cl -2.34 -2.04 0.98
Ge -1.32 -4.39 1.15
Cl 0.53 -2.97 1.80
Cl -2.02 -4.72 3.16

Atomic partial charges in e from the Mulliken method, atoms 1 to 2: -0.670, -1.213

2.
The following is a DFT calculation (ωB97M-V/def2-TZVPD) of C3H5CeO4 as an isolated structure at a distorted geometry.

E_LUMO (alpha / beta)   -5.99 / -5.73 eV
Energy relative to the best compared isomer or geometry (same formula, charge and spin)   836.8 kJ/mol
Spin multiplicity   3
Net charge   +1
⟨S²⟩   2.16

Atoms and positions in Å:
O -0.89 0.82 -0.90
C -0.67 1.99 -0.20
C -1.03 -0.50 -0.40
O -1.59 2.67 0.18
O 0.28 1.58 0.54
C -0.19 -1.16 -1.30
H -1.98 -0.44 0.12
H 0.28 -1.13 1.09
H -0.55 -1.49 -2.27
H 0.57 -1.86 -0.95
O 1.53 -0.74 1.40
H 1.69 -0.93 2.33
Ce 2.54 1.20 0.36

Atomic partial charges in e from the Mulliken method, atoms 1 to 2: -0.259, 0.730

3.
The following is a DFT calculation (ωB97M-V/def2-TZVPD) of C32H28AsBr2F2N2S4SbTi as an isolated structure.

E_LUMO   3.80 eV
Energy relative to the best compared isomer or geometry (same formula, charge and spin)   118.7 kJ/mol
Spin multiplicity   1
Net charge   -2

Atoms and positions in Å:
Ti -0.84 2.47 -1.88
S -1.21 -0.03 -5.53
As -1.02 -0.53 -3.52
S 0.66 0.84 -2.63
S -4.50 0.64 -2.59
S -2.51 0.81 -2.22
Br 3.21 7.28 -4.14
C 2.02 5.99 -3.40
C 2.56 4.91 -2.64
C 1.70 3.97 -2.17
N 0.34 4.01 -2.36
C -0.18 5.12 -3.04
C 0.69 6.10 -3.61
C -1.56 5.12 -3.09
C -2.38 6.08 -3.75
C -3.72 5.98 -3.64
Br -4.83 7.27 -4.49
C -4.33 4.93 -2.91
C -3.50 3.98 -2.37
N -2.14 4.02 -2.44
H 3.62 4.82 -2.46
H 2.07 3.12 -1.61
H 0.28 6.91 -4.18
H -1.92 6.88 -4.31
H -5.40 4.82 -2.83
H -3.93 3.12 -1.88
C 2.45 0.31 2.90
C 3.13 -1.03 2.82
C 4.29 -1.27 3.56
C 4.97 -2.47 3.47
C 4.49 -3.47 2.63
C 3.33 -3.25 1.90
C 2.63 -2.05 1.99
Sb 0.93 -1.62 0.75
C 0.58 -3.58 -0.07
C 0.59 -3.59 -1.47
C 0.33 -4.75 -2.19
C 0.09 -5.93 -1.51
C 0.08 -5.94 -0.12
C 0.32 -4.78 0.62
C 0.25 -4.86 2.12
C -0.55 -1.73 2.32
C -0.21 -1.81 3.67
C -1.17 -1.86 4.66
C -2.51 -1.83 4.31
C -2.87 -1.75 2.97
C -1.91 -1.70 1.97
C -2.33 -1.61 0.53
H 2.99 0.99 3.56
H 1.43 0.23 3.27
H 2.39 0.79 1.92
H 4.67 -0.48 4.20
H 5.87 -2.63 4.04
H 5.02 -4.41 2.53
H 2.96 -4.03 1.25
H 0.76 -2.67 -2.01
H 0.32 -4.72 -3.27
H -0.12 -6.85 -2.05
H -0.12 -6.86 0.41
H -0.71 -4.49 2.49
H 1.02 -4.26 2.60
H 0.36 -5.89 2.46
H 0.84 -1.86 3.95
H -0.88 -1.92 5.70
H -3.28 -1.86 5.07
H -3.91 -1.72 2.69
H -3.41 -1.48 0.43
H -2.04 -2.50 -0.03
H -1.88 -0.75 0.02
F -1.21 3.38 0.98
C -0.69 2.30 0.27
F 0.66 2.23 0.66
H -1.16 1.41 0.71

Atomic partial charges in e from the Mulliken method, atoms 1 to 2: 0.423, -0.532

4.
The following is a DFT calculation (ωB97M-V/def2-TZVPD) of C41H54As2ClN9O13Ru as an isolated structure at a distorted geometry.

E_LUMO (alpha / beta)   -5.89 / -7.22 eV
Spin multiplicity   5
Net charge   +2
⟨S²⟩   6.02

Atoms and positions in Å:
Ru -0.45 -1.38 -0.03
C -0.49 -6.22 -0.54
N -1.44 -5.42 -1.30
C -2.21 -6.08 -2.34
C -1.52 -4.09 -1.10
N -0.69 -3.43 -0.34
N -2.57 -3.43 -1.72
C -3.02 -2.15 -1.51
N -4.20 -1.88 -2.10
N -2.39 -1.28 -0.78
H -0.78 -7.27 -0.60
H -0.50 -5.94 0.51
H 0.52 -6.12 -0.94
H -1.95 -7.14 -2.35
H -1.97 -5.67 -3.32
H -3.29 -6.02 -2.16
H 0.08 -3.99 0.00
H -3.13 -4.00 -2.35
H -4.68 -2.54 -2.69
H -4.56 -0.94 -2.08
H -2.88 -0.39 -0.69
O 2.84 -5.25 5.99
C 1.87 -5.04 6.55
O 0.88 -4.83 7.10
C 0.79 -3.71 4.29
C -0.54 -3.38 4.21
C -0.94 -2.65 3.09
N -0.06 -2.30 2.17
C 1.22 -2.64 2.27
C 1.72 -3.37 3.35
C 2.16 -2.19 1.14
O 3.35 -2.39 1.24
O 1.58 -1.59 0.18
H -1.25 -3.67 4.97
H -1.97 -2.35 2.94
H 2.77 -3.60 3.39
C -4.79 1.91 -1.36
O -3.77 1.49 -0.45
C -2.91 2.46 -0.05
O -2.92 3.57 -0.51
C -1.92 1.97 0.91
C -1.07 2.90 1.41
As -1.79 4.45 2.40
C -3.71 4.58 2.02
C -2.01 2.95 3.70
C -2.00 1.61 3.62
As -2.00 0.38 2.01
C -3.95 0.03 2.04
C -2.13 0.88 4.90
O -1.88 1.36 5.98
O -2.51 -0.39 4.71
C -2.74 -1.13 5.92
C -2.62 3.58 4.95
O -3.81 3.42 5.05
O -1.92 4.34 5.74
C -0.54 4.59 5.55
C 0.18 2.57 2.10
O 0.77 3.37 2.80
O 0.65 1.33 1.89
C 1.83 1.00 2.63
H -5.62 1.21 -1.26
H -4.40 1.93 -2.39
H -5.11 2.92 -1.10
H -3.87 5.13 1.10
H -4.17 5.14 2.84
H -4.19 3.60 1.97
H -4.50 0.96 2.12
H -4.20 -0.58 2.91
H -4.27 -0.51 1.15
H -3.24 -2.05 5.63
H -3.38 -0.55 6.59
H -1.80 -1.33 6.42
H -0.09 4.63 6.54
H -0.41 5.55 5.05
H -0.05 3.81 4.95
H 2.16 0.04 2.25
H 1.60 0.93 3.69
H 2.59 1.76 2.48
C 4.94 1.61 -1.15
C 4.50 1.51 -2.62
C 5.79 1.61 -3.46
C 3.90 0.13 -2.89
C 3.53 2.71 -2.96
O 4.28 3.91 -2.79
C 2.99 2.76 -4.41
C 1.63 2.15 -4.81
C 1.62 0.67 -5.04
C 2.42 0.10 -6.04
C 2.42 -1.26 -6.28
C 1.62 -2.09 -5.50
Cl 1.63 -3.79 -5.77
C 0.81 -1.55 -4.51
C 0.80 -0.19 -4.31
C 2.42 2.99 -1.90
N 1.37 2.05 -1.63
C 1.35 0.95 -0.87
N 0.12 0.45 -0.85
C -0.59 1.31 -1.63
N 0.15 2.28 -2.09
H 5.79 0.95 -0.99
H 4.15 1.30 -0.47
H 5.24 2.62 -0.91
H 6.35 0.70 -3.33
H 6.42 2.44 -3.14
H 5.59 1.72 -4.53
H 4.50 -0.62 -2.39
H 3.90 -0.09 -3.95
H 2.88 0.03 -2.53
H 5.00 3.93 -3.42
H 3.75 2.38 -5.09
H 2.89 3.84 -4.62
H 1.38 2.62 -5.76
H 0.85 2.43 -4.10
H 3.04 0.74 -6.65
H 3.03 -1.67 -7.07
H 0.19 -2.20 -3.91
H 0.13 0.22 -3.57
H 1.93 3.91 -2.23
H 2.95 3.22 -0.97
H 2.20 0.53 -0.36
H -1.62 1.19 -1.89

Atomic partial charges in e from the Mulliken method, atoms 1 to 2: 0.574, -1.098

5.
The following is a DFT calculation (ωB97M-V/def2-TZVPD) of a 2-piece molecular cluster, C5H13NO overall at a distorted geometry.

SMILES string   [H]/N=C/C.CCOC
E_LUMO   1.10 eV
Energy relative to the best compared isomer or geometry (same formula, charge and spin)   218.7 kJ/mol
Spin multiplicity   1

Atoms and positions in Å:
C -2.40 0.07 -0.16
C 1.45 -0.40 -0.87
C 1.66 0.89 1.32
C -2.04 1.45 -0.59
C 1.15 -1.78 -0.32
N -1.66 -0.64 0.58
O 1.03 0.74 0.08
H -2.07 -1.52 0.88
H -3.45 -0.20 -0.36
H 2.53 -0.25 -0.97
H 0.97 -0.22 -1.83
H 2.67 0.47 1.42
H 1.74 1.97 1.49
H 1.03 0.47 2.11
H -2.59 2.18 -0.01
H -2.28 1.57 -1.65
H -0.98 1.63 -0.46
H 1.57 -2.53 -1.00
H 0.07 -1.95 -0.31
H 1.59 -1.93 0.66

Atomic partial charges in e from the Mulliken method, atoms 1 to 2: 0.006, -0.353

6.
The following is a DFT calculation (ωB97M-V/def2-TZVPD) of a 2-piece molecular cluster, C4H6NP overall at a distorted geometry.

SMILES string   N#[PH2].C#CC=C
E_LUMO   -0.75 eV
Energy relative to the best compared isomer or geometry (same formula, charge and spin)   555.4 kJ/mol
Spin multiplicity   1

Atoms and positions in Å:
C -2.42 -0.88 0.08
C -1.41 -0.08 -0.37
C -0.35 0.53 0.36
C 0.63 1.02 0.78
N 3.55 -0.21 0.08
P 2.21 -0.82 0.10
H -3.20 -1.20 -0.63
H -2.59 -1.31 1.07
H -1.39 0.12 -1.40
H 1.34 -1.25 -1.05
H 1.09 1.57 1.47
H 1.52 -1.83 1.00

Atomic partial charges in e from the Mulliken method, atoms 1 to 2: -0.585, -0.371